Entry 1:
{"formula": "C4H4O5Sr", "method": "wB97M-V/def2-TZVPD", "elements": ["H", "Sr", "O", "C", "H", "O", "H", "O", "C", "H", "C", "O", "O", "C"], "xyz": [[-1.1792, -0.8693, 1.4458], [0.5519, 2.4022, 0.1618], [3.2064, -0.4114, -0.4416], [-0.9682, -0.8831, 0.3730], [-1.6891, -1.4328, -0.2346], [-1.5002, 1.0493, -0.0004], [0.9271, -1.8943, 0.6001], [1.1453, 0.1322, 0.3537], [0.4689, -1.0841, 0.0139], [0.5899, -1.3072, -1.0542], [-2.6977, 1.3143, -0.2587], [-3.7157, 0.7941, -0.4656], [2.4412, 1.7280, -0.3085], [2.4195, 0.4620, -0.1848]], "forces_ev_per_angstrom": [[-0.11, 0.28, -0.37], [-2.41, 1.98, 0.70], [-0.90, 0.86, 0.23], [-0.06, -1.12, 0.51], [0.06, 0.32, 0.16], [-0.63, 0.74, -0.14], [-0.32, -0.02, -0.15], [-0.76, 0.06, 0.34], [0.21, 0.17, -0.36], [0.14, 0.11, 0.27], [0.76, -2.05, 0.05], [-0.22, 0.87, 0.02], [2.55, -0.23, -0.52], [1.68, -1.98, -0.73]], "lowdin_charge": [0.111, 1.874, 0.164, 0.114, 0.110, -0.152, 0.157, -0.243, -0.177, 0.149, -0.321, 0.234, -0.295, -0.725], "total_charge": 1, "lumo_energy_ev": [-4.864, -5.544], "total_energy_ev": -15278.3195, "orbital_gap_ev": [7.55, 8.53], "multiplicity": 2}

---

Entry 2:
{"formula": "C3H9N2O", "method": "wB97M-V/def2-TZVPD", "elements": ["H", "H", "H", "O", "H", "H", "N", "H", "C", "N", "H", "C", "C", "H", "H"], "xyz": [[-1.6139, -1.1805, -0.0121], [-3.1503, -0.0481, -1.2995], [-0.3922, 1.4082, 0.4079], [1.2844, -0.7658, -0.6531], [-1.8306, 0.9627, -1.9672], [-2.5544, 1.2556, -0.3171], [-1.2088, -0.3428, -0.4296], [-0.7483, 0.0535, 1.5982], [1.0572, -0.1013, 0.3382], [1.9831, 0.1805, 1.2723], [1.7954, 0.6353, 2.1516], [-2.2600, 0.5283, -1.0705], [-0.3988, 0.3399, 0.6142], [2.7623, -0.4631, 1.2949], [-0.5062, -0.7189, -1.0991]], "forces_ev_per_angstrom": [[-0.24, 0.09, -0.06], [0.16, -0.24, -0.22], [-0.50, 0.13, 0.38], [-0.16, 0.07, -0.28], [-0.09, 0.21, 0.09], [0.09, 0.22, -0.29], [-0.37, -0.17, 0.12], [0.00, 0.30, 0.13], [-0.03, -0.71, 0.99], [0.04, -0.34, 0.07], [-0.32, 0.06, -0.14], [-0.05, -0.27, 0.46], [1.05, 0.14, -0.94], [0.27, 0.33, -0.25], [0.15, 0.18, -0.09]], "lowdin_charge": [0.185, 0.105, 0.145, 0.082, 0.114, 0.102, 0.001, 0.147, -0.496, 0.198, 0.124, 0.033, -0.031, 0.136, 0.153], "relative_energy_kcal_mol": 14.03, "total_charge": 1, "lumo_energy_ev": -3.317, "total_energy_ev": -8278.4656, "orbital_gap_ev": 11.68}

---

Entry 3:
{"formula": "C42H69NP3TeTi", "method": "wB97M-V/def2-TZVPD", "elements": ["H", "P", "H", "C", "H", "C", "C", "P", "H", "H", "H", "C", "H", "H", "C", "H", "C", "H", "C", "C", "C", "H", "H", "C", "C", "H", "H", "C", "H", "H", "C", "H", "C", "H", "C", "H", "H", "Ti", "H", "H", "H", "C", "C", "H", "H", "H", "H", "H", "P", "H", "H", "H", "H", "C", "C", "C", "H", "H", "H", "H", "C", "C", "H", "C", "C", "H", "H", "H", "H", "C", "H", "C", "H", "C", "H", "C", "H", "H", "H", "N", "C", "C", "H", "H", "H", "C", "H", "C", "H", "C", "H", "C", "C", "H", "C", "H", "C", "H", "H", "Te", "H", "H", "H", "H", "C", "H", "H", "H", "H", "H", "H", "C", "C", "H", "H", "C", "C"], "xyz": [[-1.6452, -5.3702, 0.9131], [-0.1519, -2.9593, -0.4965], [-1.3695, -5.9739, -0.7363], [-0.8919, -5.7383, 0.2142], [0.3145, -3.6052, -3.1387], [-0.2523, -1.6014, 1.8496], [4.1720, 0.7046, -1.0575], [-0.9392, 1.4694, -0.5567], [3.7887, 0.3173, -3.1527], [0.3472, -4.5147, 2.2094], [-6.0162, 1.8565, -0.8774], [0.1904, 2.3403, 1.8537], [1.0331, 1.7914, 1.4214], [0.2654, 5.7287, -0.1585], [1.0305, -4.6268, 1.3644], [-1.9705, 0.1114, -2.9421], [-5.1385, 1.5461, -1.4509], [-1.4452, 4.2673, 3.0263], [-0.6920, -3.9944, -2.9672], [-2.6918, 0.9032, -1.0496], [-0.7817, -1.2291, 3.0965], [-0.3143, 6.7790, -2.6025], [-1.0274, 2.7702, 5.0543], [3.3515, 1.9770, -0.8647], [-2.3036, 2.6579, 1.8319], [1.1034, 3.4931, -0.2573], [2.8951, -3.6081, -0.6410], [-5.2393, 0.0725, -1.8315], [6.4816, -2.7308, -0.4153], [-1.0545, 2.6289, -3.2535], [4.3948, -0.0787, 3.4462], [-2.4400, -1.2921, 4.4459], [-0.6073, 5.8318, -2.1435], [6.3157, -0.9863, -0.6277], [-2.0588, -1.6108, 3.4822], [3.4411, -0.8761, 5.1954], [3.7857, -3.3937, 0.8803], [0.6149, -0.4769, -0.6015], [-3.6055, 2.8498, -0.6724], [0.8993, 3.1255, 3.7299], [5.8267, -1.7505, 0.8989], [-1.1108, 2.3995, 4.0295], [-4.0924, -0.2889, -2.7885], [0.2862, 3.3837, 1.5456], [5.1850, 0.3928, 1.5245], [5.2400, 0.3339, 3.9835], [-1.2388, -3.9257, -3.9101], [-0.4879, -6.6707, 0.6212], [3.1582, -0.7646, -0.4580], [-3.8301, -1.3416, -2.6773], [0.1031, 4.5906, -3.7385], [-2.4712, 3.4879, -2.6306], [-2.7502, -0.0545, -0.5116], [-0.8421, 4.7755, -3.2220], [0.2779, 2.2918, 3.3900], [0.2416, -4.7346, 0.0519], [-1.2672, 0.7813, 1.7015], [-3.3054, -3.8037, -2.6271], [1.6384, -5.5197, 1.5347], [1.6945, -3.7625, 1.3610], [2.2448, -1.1671, 3.4526], [3.2427, -0.5005, 1.3516], [1.0977, 3.4502, -2.0007], [0.5496, 3.8193, -1.1327], [5.8493, -1.8680, -0.1851], [-4.4165, -0.1523, -3.8239], [4.5306, -4.2684, -0.4652], [5.3792, -0.2410, -2.6071], [-1.4533, -2.1476, -2.2492], [-0.8717, 3.2456, -1.1865], [-4.1213, 1.5790, 0.4322], [4.3426, -0.0270, 2.0604], [-3.8334, -2.6951, 2.9522], [4.4514, -2.1104, -0.7357], [-5.1767, -0.5311, -0.9197], [3.3670, -0.7222, 4.1246], [0.7860, 1.3836, 3.7156], [0.9194, -5.0982, -0.7284], [-2.9288, -3.4659, 0.8212], [0.9697, -1.2174, 1.3355], [2.0904, -0.9505, 2.0629], [-2.8371, -2.3949, 2.6500], [-2.9885, 1.5244, -3.0922], [-1.4987, 3.8237, -0.5001], [2.3881, 1.8605, -1.3619], [-2.3212, -2.8139, 1.4287], [-2.8735, -4.6220, -1.1279], [4.6343, 0.5518, -2.5054], [-5.1203, 2.1523, -2.3612], [-2.8239, -3.6684, -1.6535], [1.4815, -1.7001, 4.0016], [-1.0594, -2.4148, 0.9974], [-1.3941, -3.1763, -1.8814], [4.4975, -2.1832, -1.8274], [0.4803, 5.3504, -1.1630], [-1.5833, 1.4140, 4.0741], [-1.1408, 1.7926, 1.3051], [5.0853, 1.4860, -2.8516], [-1.5442, 6.0175, -1.6093], [0.8762, -0.3925, -3.1300], [-2.5805, 3.4349, 1.1167], [-1.5442, 5.1486, -3.9712], [1.4552, 5.7504, -1.4548], [5.0544, 0.7685, -0.4144], [3.8809, -3.4261, -0.2084], [-3.1778, 2.0215, 1.9726], [-6.2077, -0.1442, -2.2898], [3.8637, 2.8467, -1.2889], [3.1775, 2.1659, 0.1986], [-3.4112, -2.9355, -1.1003], [-0.6229, -5.0499, -2.6869], [-1.3793, 3.4598, -2.6231], [-1.9779, 3.3232, 3.1805], [-2.9126, 3.5630, 3.6941], [-0.2040, -0.6086, 3.7614], [-3.8743, 1.7920, -0.6079], [-2.8605, 0.5925, -2.5433]], "forces_ev_per_angstrom": [[-0.01, -0.03, -0.01], [-1.28, -0.88, -0.14], [-0.02, -0.02, 0.05], [0.01, 0.07, -0.14], [-0.01, -0.01, -0.07], [-0.28, -0.41, 0.41], [-0.17, -0.01, 0.10], [-1.62, 0.85, 0.73], [-0.03, 0.02, -0.06], [-0.01, 0.02, -0.01], [0.00, 0.06, -0.04], [0.01, -0.07, 0.11], [0.01, 0.08, -0.03], [0.04, 0.00, 0.01], [0.04, 0.01, -0.02], [0.12, 0.00, -0.07], [-0.01, -0.11, 0.10], [-0.01, 0.02, 0.00], [0.09, 0.02, 0.08], [0.23, 0.07, 0.01], [0.02, -0.04, 0.00], [-0.04, 0.03, 0.04], [-0.02, -0.05, 0.01], [0.09, -0.15, 0.07], [0.13, 0.09, 0.15], [0.03, -0.04, -0.05], [0.00, -0.03, 0.06], [-0.02, 0.06, -0.09], [0.02, 0.01, 0.00], [-0.05, -0.04, 0.02], [0.12, 0.03, 0.11], [-0.01, 0.03, -0.01], [0.08, -0.04, -0.06], [0.03, -0.01, 0.07], [0.03, 0.02, -0.06], [-0.03, 0.01, 0.01], [0.00, 0.00, -0.02], [1.34, -0.74, -1.56], [-0.03, -0.04, 0.05], [0.00, 0.00, 0.01], [0.03, -0.02, 0.00], [0.07, 0.14, -0.03], [-0.02, 0.05, 0.12], [0.01, 0.00, -0.07], [0.00, -0.03, 0.00], [0.02, -0.05, -0.02], [-0.01, 0.00, 0.01], [0.00, 0.00, 0.03], [1.11, 0.94, 0.22], [0.01, -0.03, -0.01], [-0.02, -0.02, -0.04], [0.01, -0.04, 0.00], [0.00, 0.02, 0.00], [-0.05, 0.07, 0.08], [-0.10, -0.07, -0.03], [0.47, 0.42, 0.00], [0.00, -0.02, 0.01], [-0.01, 0.00, -0.01], [-0.05, -0.04, -0.01], [-0.02, -0.05, 0.07], [-0.08, -0.07, -0.05], [0.05, -0.14, 0.24], [0.01, -0.07, 0.01], [-0.04, 0.12, 0.11], [-0.07, 0.06, -0.09], [-0.01, -0.02, -0.01], [0.02, 0.02, 0.01], [-0.01, 0.02, -0.05], [0.03, -0.02, -0.09], [0.37, -0.40, -0.09], [0.00, 0.05, -0.16], [-0.16, 0.00, 0.05], [0.02, -0.02, -0.01], [-0.58, -0.24, -0.02], [-0.01, 0.00, 0.00], [0.06, 0.04, -0.05], [0.01, -0.08, -0.01], [0.02, -0.01, 0.02], [0.05, 0.01, -0.05], [-0.23, 0.45, 0.71], [0.32, -0.10, 0.35], [-0.16, -0.03, 0.10], [0.04, -0.01, 0.00], [0.01, -0.02, 0.03], [0.04, 0.05, -0.04], [0.03, 0.14, -0.01], [-0.05, 0.03, -0.03], [-0.04, -0.09, 0.07], [-0.01, 0.01, -0.01], [0.08, 0.03, 0.03], [-0.02, 0.06, -0.01], [0.04, -0.06, 0.38], [0.02, -0.04, 0.08], [-0.01, 0.03, -0.01], [-0.07, -0.02, -0.09], [-0.02, -0.02, 0.03], [0.18, 0.07, -0.20], [0.02, 0.00, 0.00], [-0.01, -0.01, 0.00], [-0.11, 0.30, -1.06], [-0.05, -0.04, 0.05], [0.03, -0.03, -0.04], [0.00, 0.01, 0.02], [0.01, -0.03, -0.06], [0.06, 0.04, -0.10], [0.07, 0.08, 0.05], [0.01, -0.04, 0.03], [0.02, -0.01, 0.00], [-0.05, 0.02, -0.03], [-0.02, -0.03, 0.00], [-0.01, 0.00, -0.03], [0.03, 0.08, -0.03], [-0.04, -0.14, 0.05], [0.02, 0.06, -0.01], [0.04, 0.09, 0.00], [-0.09, -0.02, -0.10], [0.05, -0.14, -0.01]], "lowdin_charge": [0.066, 1.039, 0.052, -0.116, 0.031, -0.341, -0.549, 1.019, -0.005, 0.081, 0.104, -0.208, 0.080, 0.103, -0.128, 0.001, -0.201, 0.110, -0.149, -0.393, -0.065, 0.099, 0.104, -0.150, -0.199, 0.070, 0.049, -0.203, 0.075, 0.091, -0.120, 0.097, -0.206, 0.061, -0.101, 0.094, 0.072, -0.165, 0.094, 0.109, 0.065, -0.200, -0.181, 0.099, 0.091, 0.087, 0.077, 0.076, 0.994, 0.079, 0.112, 0.097, 0.100, -0.195, -0.177, -0.512, 0.083, 0.076, 0.080, 0.034, -0.050, -0.297, 0.107, -0.228, -0.116, 0.109, 0.076, 0.057, 0.021, -0.404, 0.089, -0.118, 0.090, -0.519, 0.108, -0.111, 0.087, 0.093, 0.073, -0.142, -0.313, -0.109, 0.087, 0.093, 0.003, -0.104, 0.050, -0.137, 0.108, -0.125, 0.094, -0.304, -0.556, 0.101, -0.186, 0.096, -0.398, 0.072, 0.106, 0.158, 0.086, 0.104, 0.106, 0.073, -0.128, 0.095, 0.101, 0.081, 0.065, 0.051, 0.062, -0.198, -0.196, 0.104, 0.084, -0.201, -0.240], "total_charge": -1, "lumo_energy_ev": [2.592, 2.590], "total_energy_ev": -104441.6852, "orbital_gap_ev": [5.15, 5.66], "multiplicity": 3}

---

Entry 4:
{"formula": "C5H10O", "method": "wB97M-V/def2-TZVPD", "elements": ["H", "H", "H", "H", "H", "C", "C", "H", "C", "H", "H", "H", "H", "O", "C", "C"], "xyz": [[1.4912, -1.5436, 0.4658], [2.0875, -1.1676, -1.1582], [-0.4555, -0.9011, -1.1155], [-2.1118, -0.8838, 0.6788], [-1.2257, 0.4471, -2.0262], [-2.0990, -0.0145, 0.0283], [-0.9532, 0.9476, 0.1402], [0.7372, 1.6250, 1.3344], [-1.0858, -0.0070, -1.0565], [-3.0649, 0.4116, -0.2094], [0.3338, -0.0832, 1.5932], [2.9786, -0.5693, 0.2657], [-1.2118, 2.0034, 0.0053], [1.2775, 0.4222, -0.2007], [1.9867, -0.7716, -0.1412], [0.3682, 0.7192, 0.8397]], "forces_ev_per_angstrom": [[0.03, 0.17, -0.01], [0.06, 0.08, 0.11], [-0.01, 0.67, 0.24], [-0.09, 0.08, -0.07], [-0.51, -0.07, -0.01], [-0.40, -0.13, 0.15], [0.25, -0.20, -0.60], [-0.26, -0.08, 0.08], [-0.08, 0.26, -0.06], [-0.09, -0.01, 0.32], [-0.01, 0.03, -0.22], [0.21, -0.34, 0.07], [0.12, -0.47, -0.30], [0.59, 0.40, 0.09], [0.34, -0.32, 0.08], [-0.11, -0.07, 0.14]], "lowdin_charge": [0.088, 0.089, 0.100, 0.102, 0.101, -0.128, -0.238, 0.121, -0.118, 0.096, 0.125, 0.084, 0.134, -0.226, -0.133, -0.196], "relative_energy_kcal_mol": 51.32, "lumo_energy_ev": 1.175, "total_energy_ev": -7392.5398, "orbital_gap_ev": 10.50}